Entry 1:
Computed, not measured: a structure of composition C56H120F24N10O22S8, with the ωB97M-V functional and the def2-TZVPD basis.

Structure (ORCA input):
```
! wB97M-V def2-TZVPD RIJCOSX def2/J DEFGRID3
* xyz 2 1
C 2.97120 -4.76606 -4.13656
C 3.86757 -5.28516 -3.02997
N 3.48556 -6.49918 -2.29145
C 2.39293 -6.11165 -1.38707
C 2.95245 -7.57762 -3.22849
C 2.67134 -8.90002 -2.58132
C 4.67235 -7.00327 -1.51959
C 6.00388 -7.37897 -2.20929
O 5.79497 -8.49914 -2.97289
C 6.76434 -8.81146 -3.93151
H 2.85662 -5.54240 -4.89535
H 3.62658 -3.99906 -4.53225
H 1.94179 -4.47453 -3.78802
H 4.12028 -4.51112 -2.23845
H 4.73551 -5.60640 -3.65506
H 2.83436 -5.39289 -0.75345
H 2.03198 -6.95607 -0.79345
H 1.63783 -5.67100 -1.96642
H 3.78917 -7.64724 -3.97833
H 2.12123 -7.07685 -3.72415
H 1.89265 -9.34497 -3.28579
H 2.21857 -8.88396 -1.59169
H 3.56395 -9.47797 -2.42526
H 4.28631 -7.92764 -0.99432
H 4.88491 -6.33539 -0.72964
H 6.61011 -7.64467 -1.34735
H 6.45923 -6.60189 -2.84433
H 6.79963 -8.04521 -4.69475
H 6.54791 -9.76481 -4.38956
H 7.71616 -8.86823 -3.43296
C 5.72977 -1.74394 5.98595
C 4.20807 -1.94067 5.76375
N 3.30417 -0.76357 5.96350
C 3.70473 -0.04081 7.21978
C 3.42151 0.18662 4.73338
C 2.41103 1.38333 4.70693
C 1.92529 -1.22935 6.14878
C 1.36653 -2.08473 5.10857
O 1.72165 -3.44681 5.29186
C 1.50781 -4.23158 4.15408
H 6.01663 -0.95560 6.64373
H 6.26716 -1.49901 5.05234
H 6.19345 -2.64921 6.43393
H 3.92313 -2.73334 6.40573
H 3.96451 -2.41162 4.80746
H 4.02299 -0.75723 7.96257
H 2.81488 0.53216 7.45826
H 4.58828 0.55761 6.96863
H 3.26119 -0.51950 3.86015
H 4.45793 0.60501 4.67519
H 2.56858 1.92884 3.78526
H 2.50305 2.11339 5.56568
H 1.35865 1.08600 4.71324
H 1.29406 -0.34059 6.07817
H 1.87100 -1.59709 7.17050
H 1.63727 -1.77992 4.12279
H 0.25525 -2.01182 5.26683
H 0.45933 -4.16063 3.78419
H 1.68169 -5.31672 4.28706
H 2.13894 -3.97188 3.31476
C 2.02513 5.83158 5.67725
C 1.20105 7.02060 5.20548
N -0.20743 6.77475 4.76886
C -0.83353 7.88781 4.04709
C -0.14778 5.58432 3.89438
C 0.57560 5.52049 2.53788
C -1.03087 6.42242 5.95565
C -2.36029 5.78701 5.73431
O -2.25953 4.44773 5.37629
C -3.56189 3.79759 5.26400
H 2.97964 6.22887 6.00256
H 2.33134 5.14816 4.84818
H 1.64280 5.24293 6.51794
H 1.74283 7.34964 4.29006
H 1.26432 7.82801 5.85990
H -1.89300 7.60746 3.82813
H -0.31327 8.17937 3.16187
H -0.82252 8.69190 4.74323
H -1.20330 5.39322 3.64343
H 0.29581 4.77713 4.46871
H 0.49111 4.44360 2.30803
H 1.62343 5.92172 2.46062
H -0.04009 6.03214 1.73713
H -1.08271 7.28893 6.62170
H -0.47691 5.68126 6.55263
H -3.01250 6.31127 4.98807
H -2.86246 5.90546 6.75328
H -3.18518 2.76189 5.29759
H -3.98859 4.08236 4.34963
H -4.11470 4.00409 6.19859
C -2.08399 1.81245 -3.80293
C -2.94249 1.23414 -4.91872
N -4.40858 1.19284 -4.54903
C -5.10861 0.42936 -5.66620
C -4.55948 0.28490 -3.30374
C -5.94986 0.41627 -2.68313
C -4.90988 2.63012 -4.30647
C -4.41292 3.73094 -5.18382
O -4.80570 3.45865 -6.52168
C -4.26375 4.53036 -7.36482
H -1.29743 2.42776 -4.19014
H -1.60165 0.96253 -3.28494
H -2.68236 2.36249 -3.05695
H -2.69616 0.14284 -5.06984
H -2.83950 1.85023 -5.85341
H -4.80456 0.93745 -6.57713
H -6.18371 0.48251 -5.56401
H -4.72986 -0.58763 -5.65250
H -3.83744 0.64226 -2.54573
H -4.34989 -0.77380 -3.63214
H -6.13710 1.40229 -2.21911
H -6.06080 -0.38892 -1.97526
H -6.69390 0.10357 -3.42310
H -4.64107 2.77964 -3.25866
H -5.99464 2.51948 -4.42725
H -3.36981 3.86780 -5.11351
H -4.94782 4.63762 -4.90468
H -4.71080 4.42358 -8.35336
H -3.18720 4.42340 -7.52542
H -4.42051 5.54352 -7.02069
C 3.83191 -0.88155 -2.59708
C 4.55545 0.20089 -3.38590
N 3.76396 1.47491 -3.60657
C 4.39114 2.21405 -4.71060
C 2.30281 1.22149 -3.85126
C 1.88016 0.35605 -5.01753
C 3.76052 2.28045 -2.35405
C 2.88008 3.51841 -2.45784
O 3.23399 4.24120 -1.32802
C 2.50866 5.36724 -1.04237
H 3.32372 -0.33946 -1.76942
H 4.57375 -1.43825 -2.02151
H 3.07239 -1.53342 -3.07626
H 4.78067 -0.21622 -4.39384
H 5.46534 0.37610 -2.88639
H 5.40970 2.44721 -4.40071
H 3.84613 3.13048 -4.91002
H 4.25377 1.60623 -5.55999
H 1.96258 2.19954 -3.95492
H 1.92226 0.96002 -2.87034
H 2.08612 -0.72265 -4.92624
H 2.24029 0.73737 -5.98936
H 0.79781 0.39374 -5.02333
H 4.80370 2.58014 -2.11116
H 3.38649 1.64752 -1.51126
H 1.77313 3.28142 -2.36058
H 3.08654 4.02526 -3.42650
H 2.08220 5.89262 -1.88686
H 3.20951 6.06284 -0.57078
H 1.67623 5.10831 -0.36949
C -5.42932 -3.96818 -0.54101
C -6.06613 -2.91435 0.34932
N -5.08135 -2.19444 1.18833
C -4.04112 -1.48750 0.39274
C -5.68381 -1.04690 1.99416
C -6.61130 -0.18381 1.18971
C -4.40885 -3.13513 2.17620
C -3.90038 -2.63703 3.45148
O -2.78824 -1.75686 3.22743
C -2.33960 -1.27403 4.44650
H -4.77617 -4.69469 -0.03932
H -4.74337 -3.50164 -1.22732
H -6.16747 -4.44462 -1.25257
H -6.86788 -3.35258 0.92863
H -6.50073 -2.10671 -0.22787
H -3.55550 -2.21275 -0.27541
H -3.35202 -1.12247 1.12299
H -4.51427 -0.72202 -0.11167
H -4.89917 -0.42920 2.40152
H -6.39690 -1.47693 2.75975
H -6.82896 0.75040 1.75922
H -7.58645 -0.69657 1.05340
H -6.18617 0.11167 0.22650
H -3.54769 -3.55912 1.65292
H -5.13220 -3.91930 2.31895
H -3.55276 -3.51114 4.01873
H -4.64266 -2.09066 4.11680
H -3.03423 -0.56616 4.91959
H -1.48858 -0.68935 4.12293
H -2.12829 -2.08176 5.05786
C -4.09661 7.94693 2.24186
F -5.16881 8.45019 1.75050
F -2.95017 8.66029 1.81700
F -4.16171 8.03875 3.64016
S -3.89617 6.16092 1.78126
O -2.64166 5.78646 2.39514
O -5.11568 5.52559 2.15362
N -3.79446 6.18777 0.21499
S -2.64306 6.67253 -0.80310
O -2.87169 7.93783 -1.40624
O -1.33612 6.34000 -0.38778
C -3.13663 5.65404 -2.28193
F -3.13714 4.32165 -2.09524
F -4.30253 6.13625 -2.76417
F -2.10666 5.91779 -3.08359
C -2.48805 -3.27667 -2.96971
F -2.35591 -1.99777 -2.60513
F -1.28272 -3.56369 -3.54950
F -2.58070 -3.98744 -1.85329
S -3.90810 -3.58715 -4.01365
O -4.14254 -4.98693 -4.08821
O -4.87334 -2.80607 -3.27921
N -3.48098 -2.93379 -5.34279
S -3.02752 -3.71671 -6.66724
O -1.88860 -4.57309 -6.54845
O -4.14757 -4.10483 -7.47496
C -2.45561 -2.22636 -7.55417
F -1.47140 -1.51226 -6.79830
F -1.83399 -2.65917 -8.68724
F -3.48243 -1.34102 -7.73747
C 6.31694 -4.74841 3.52094
F 6.79812 -5.98515 3.36066
F 5.21904 -4.87340 4.29278
F 7.24461 -3.95008 4.05042
S 5.80509 -4.11923 1.83170
O 7.09355 -3.83135 1.21503
O 4.91400 -5.07657 1.16615
N 5.00245 -2.86423 2.34601
S 4.33711 -1.71941 1.46044
O 4.09771 -1.99203 0.06250
O 3.20803 -1.06607 2.16760
C 5.53164 -0.38249 1.51218
F 5.06098 0.72810 0.98184
F 5.82491 -0.14800 2.78535
F 6.56892 -0.65300 0.86410
C 0.20525 -2.05629 0.68545
F -0.84578 -2.68502 0.17551
F 0.01503 -1.90643 2.03664
F 1.34739 -2.75239 0.48975
S 0.36432 -0.45498 -0.15806
O 1.50032 0.20885 0.43295
O 0.42862 -0.73330 -1.59357
N -0.96938 0.24528 0.17178
S -1.50489 1.60241 -0.28951
O -0.62260 2.29316 -1.16879
O -2.90221 1.43696 -0.62347
C -1.68588 2.53980 1.24465
F -1.83418 3.81564 1.10881
F -2.74284 2.01707 1.90302
F -0.58217 2.33354 1.90532
*
```

Values from the calculation:
Highest occupied orbital energy: -0.4531 Eh
E: -271840.172 eV
ΔE to the lowest compared entry with this formula, charge and spin: 99.4 kJ/mol
Gap between HOMO and LUMO: 9.08 eV


Entry 2:
Computed, not measured: a cluster of 7 separate species, C56H120N6O7 in total, with the ωB97M-V functional and the def2-TZVPD basis.

Structure (ORCA input):
```
! wB97M-V def2-TZVPD RIJCOSX def2/J DEFGRID3
* xyz 0 1
C 5.48661 -24.06515 -10.32711
C 6.30748 -25.31158 -9.98205
C 5.59768 -26.54424 -10.62681
C 7.71478 -25.15344 -10.60877
C 8.60618 -24.18150 -9.79689
C 8.64249 -24.53757 -8.29664
C 7.23731 -24.63536 -7.65253
C 7.54301 -25.30755 -6.30944
C 6.58544 -23.28929 -7.31061
N 6.42391 -25.51938 -8.53338
O 5.23342 -25.83671 -8.00321
H 5.35985 -23.93293 -11.40161
H 4.50812 -24.02661 -9.84839
H 6.01877 -23.13439 -10.13072
H 6.16353 -27.46234 -10.46864
H 4.64064 -26.77980 -10.16132
H 5.31175 -26.50392 -11.67787
H 8.23332 -26.09059 -10.81119
H 7.67656 -24.62487 -11.56127
H 9.62709 -24.25137 -10.17232
H 8.23604 -23.17677 -10.00093
H 9.23702 -23.76491 -7.80918
H 9.17471 -25.47932 -8.16262
H 6.59838 -25.61092 -5.85809
H 8.07664 -24.75941 -5.53300
H 8.23399 -26.13615 -6.46464
H 6.24135 -22.65601 -8.12832
H 7.29658 -22.57007 -6.90428
H 5.68965 -23.40455 -6.70037
H 4.82716 -24.97226 -7.90692
C 14.61958 -19.19323 -10.93989
C 14.87081 -18.79250 -9.47675
C 15.33228 -17.30688 -9.41271
C 13.55940 -18.74668 -8.70028
C 12.97891 -20.12608 -8.32622
C 14.07306 -20.90749 -7.64488
C 15.40360 -20.97510 -8.39349
C 16.48177 -21.56205 -7.38409
C 15.24341 -21.96673 -9.53049
N 15.78005 -19.62933 -8.77144
O 17.06936 -19.58410 -9.28126
H 14.23065 -18.37421 -11.54489
H 15.43580 -19.61132 -11.52903
H 13.75374 -19.85322 -10.99305
H 15.59336 -17.12565 -8.37007
H 16.22247 -17.12952 -10.01621
H 14.60430 -16.52590 -9.63230
H 13.77510 -18.28217 -7.73809
H 12.83489 -18.20762 -9.31069
H 12.08917 -20.02657 -7.70447
H 12.65842 -20.66541 -9.21758
H 13.68280 -21.92518 -7.63386
H 14.10361 -20.62647 -6.59217
H 16.39310 -22.63340 -7.20399
H 16.52908 -21.07740 -6.40892
H 17.51474 -21.44373 -7.71129
H 16.01922 -21.93303 -10.29539
H 14.30607 -21.80914 -10.06402
H 15.29750 -23.00471 -9.20220
H 17.49666 -18.93917 -8.71286
C -0.39964 -19.23902 -16.06638
C 0.88829 -20.09772 -16.06446
C 2.05700 -19.16778 -16.64248
C 1.28693 -20.49923 -14.58819
C 0.50005 -21.62720 -13.90259
C 0.40529 -22.86183 -14.84669
C -0.06383 -22.44296 -16.34463
C 0.22732 -23.70153 -17.22290
C -1.58724 -22.05326 -16.40878
N 0.88297 -21.34547 -16.81880
O 0.67599 -21.02310 -18.12917
H -0.91502 -19.41063 -17.01139
H -1.11866 -19.55878 -15.31216
H -0.27729 -18.17199 -15.88047
H 1.87384 -18.88369 -17.67875
H 2.10184 -18.25198 -16.05307
H 2.99660 -19.71585 -16.57285
H 2.36856 -20.57274 -14.47517
H 1.16681 -19.52120 -14.12221
H 1.06045 -21.79091 -12.98214
H -0.49483 -21.33207 -13.56909
H -0.33733 -23.53740 -14.42222
H 1.35701 -23.39141 -14.89005
H 0.05007 -23.47622 -18.27452
H -0.27422 -24.63810 -16.97918
H 1.29134 -23.93516 -17.18590
H -2.11081 -21.40734 -15.70397
H -2.13078 -22.97938 -16.22174
H -1.91720 -21.63458 -17.35953
H 1.43571 -20.50719 -18.40894
C 3.69732 -34.47175 -3.89999
C 4.74462 -34.60406 -5.02519
C 4.89691 -36.10486 -5.25673
C 4.22786 -34.02788 -6.36556
C 4.13041 -32.53034 -6.49447
C 5.48499 -31.99573 -6.18998
C 6.10218 -32.50368 -4.85538
C 7.62620 -32.17453 -4.85157
C 5.45871 -31.72301 -3.66154
N 6.07192 -33.96415 -4.73626
O 6.69310 -34.53115 -3.63161
H 3.09921 -33.56170 -3.94683
H 2.80970 -35.09758 -3.99258
H 4.12449 -34.70045 -2.92362
H 4.97578 -36.54964 -4.26474
H 4.04821 -36.62046 -5.70614
H 5.85883 -36.25914 -5.74563
H 4.84311 -34.38734 -7.19040
H 3.28953 -34.53721 -6.58516
H 3.71397 -32.27972 -7.47011
H 3.54440 -32.16782 -5.64991
H 5.52385 -30.90660 -6.20930
H 6.16978 -31.97952 -7.03786
H 8.11896 -32.08347 -3.88359
H 7.82748 -31.18591 -5.26413
H 8.22809 -32.77713 -5.53179
H 5.34796 -30.63990 -3.71378
H 6.08139 -31.80504 -2.77068
H 4.45942 -32.05453 -3.37939
H 7.56607 -34.74412 -3.96948
C 11.82586 -27.58949 0.13960
C 12.14854 -26.26713 -0.61295
C 12.08250 -26.51641 -2.17783
C 10.96946 -25.18541 -0.24942
C 11.20843 -23.71768 -0.60997
C 12.58265 -23.36042 -0.02437
C 13.79233 -24.19979 -0.44543
C 14.07557 -23.91153 -1.96470
C 15.08106 -23.74011 0.35879
N 13.45606 -25.68723 -0.12896
O 14.52920 -26.54098 -0.32896
H 12.52061 -28.35515 -0.20563
H 12.07978 -27.47544 1.19346
H 10.82403 -27.93149 -0.12016
H 11.30194 -27.21291 -2.48400
H 11.85161 -25.54417 -2.61316
H 13.01401 -26.95624 -2.53412
H 10.03758 -25.58651 -0.64795
H 10.97797 -25.24933 0.83867
H 11.09573 -23.57399 -1.68455
H 10.41271 -23.15758 -0.11883
H 12.50350 -23.46636 1.05757
H 12.80487 -22.34453 -0.35102
H 14.66371 -24.70007 -2.43416
H 14.57958 -22.94576 -2.00159
H 13.12115 -23.84521 -2.48701
H 14.94023 -24.10470 1.37630
H 15.00006 -22.65313 0.36265
H 15.93826 -24.12386 -0.19442
H 14.68411 -26.97551 0.51295
C 0.12848 -25.55222 -4.00239
C -0.31238 -26.32519 -2.75751
C -1.44460 -27.34126 -3.09465
C 1.01679 -27.11565 -2.30364
C 2.09242 -26.21044 -1.62113
C 1.46331 -25.54751 -0.37459
C 0.17705 -24.68047 -0.74504
C -0.53239 -24.40237 0.59328
C 0.67064 -23.35556 -1.38529
N -0.75678 -25.47533 -1.60721
O -1.89856 -24.72743 -2.02008
H -0.74277 -25.09387 -4.47033
H 0.74925 -24.71040 -3.69565
H 0.70570 -26.13909 -4.71687
H -2.14882 -27.48684 -2.27552
H -2.01004 -27.06070 -3.98328
H -1.01095 -28.33655 -3.19184
H 0.82341 -27.99744 -1.69279
H 1.41988 -27.52719 -3.22898
H 2.95699 -26.83254 -1.38961
H 2.48305 -25.47968 -2.32930
H 2.17844 -24.94571 0.18623
H 1.18138 -26.34703 0.31054
H -1.37860 -23.75915 0.35181
H 0.09147 -23.82601 1.27645
H -1.01311 -25.31351 0.94943
H 1.39627 -23.47566 -2.18974
H 1.19764 -22.68817 -0.70342
H -0.04573 -22.75085 -1.94139
H -2.62780 -25.22730 -1.64598
C 6.28440 -25.93131 -16.76735
C 7.63985 -25.09327 -16.82723
O 7.63604 -24.16357 -17.87411
H 5.44610 -25.26254 -16.57215
H 6.28393 -26.71500 -16.00976
H 6.09172 -26.42017 -17.72232
H 8.45429 -25.80242 -16.97518
H 7.86844 -24.61448 -15.87508
H 8.48624 -23.71987 -17.83060
*
```

Values from the calculation:
Highest occupied orbital energy: -0.2965 Eh
E: -83279.760 eV
ΔE to the lowest compared entry with this formula, charge and spin: 489.5 kJ/mol
SMILES: CC1(C)CCCC(C)(C)N1O.CC1(C)CCCC(C)(C)N1O.CC1(C)CCCC(C)(C)N1O.CC1(C)CCCC(C)(C)N1O.CC1(C)CCCC(C)(C)N1O.CC1(C)CCCC(C)(C)N1O.CCO
Gap between HOMO and LUMO: 8.28 eV